(1)
Formula: C19H37N3O
Source: the OMol25 dataset
Level of theory: wB97M-V/def2-TZVPD

Last column: Löwdin charge in e.
Atoms and positions in Å:
C 6.996 -2.145 -0.810  -0.11
C 5.815 -2.464 -1.723  -0.28
C 5.499 -1.347 -2.725  -0.22
C 5.319 0.079 -2.184  -0.21
C 3.929 0.421 -1.656  -0.20
C 3.559 -0.246 -0.318  -0.18
C 2.052 -0.375 -0.087  -0.08
C 1.350 -1.263 -1.051  -0.24
N 1.847 -1.945 -2.081  0.16
C 0.818 -2.618 -2.719  -0.04
C -0.303 -2.336 -2.033  -0.03
N 0.052 -1.498 -1.004  0.19
H 7.883 -1.939 -1.409  0.08
H 6.794 -1.325 -0.125  0.06
H 7.225 -3.029 -0.215  0.07
H 6.125 -3.327 -2.319  0.11
H 4.950 -2.801 -1.148  0.08
H 6.353 -1.308 -3.406  0.11
H 4.644 -1.602 -3.362  0.10
H 6.086 0.339 -1.453  0.11
H 5.500 0.747 -3.030  0.11
H 3.908 1.497 -1.472  0.12
H 3.178 0.253 -2.431  0.11
H 4.066 -1.195 -0.145  0.10
H 3.911 0.421 0.470  0.12
H 1.827 -0.679 0.934  0.14
H 1.624 0.625 -0.207  0.15
H 2.826 -1.947 -2.322  0.13
H 0.954 -3.223 -3.595  0.12
H -1.304 -2.671 -2.232  0.14
H -0.590 -1.110 -0.307  0.15
C -4.405 2.824 -0.183  -0.04
C -3.507 2.399 0.995  -0.53
C -4.205 2.773 2.309  -0.16
C -5.413 1.901 2.667  -0.18
C -5.299 0.474 2.109  -0.15
C -3.866 0.024 1.807  -0.56
N -3.280 0.954 0.864  -0.21
O -1.967 0.616 0.513  -0.34
C -3.963 -1.342 1.124  -0.07
C -3.080 -0.158 3.120  -0.04
C -2.223 3.216 0.922  -0.07
H -3.908 2.590 -1.126  0.08
H -4.616 3.902 -0.166  0.07
H -5.358 2.295 -0.163  0.07
H -3.477 2.713 3.122  0.10
H -4.508 3.824 2.271  0.11
H -5.509 1.866 3.756  0.10
H -6.335 2.361 2.304  0.10
H -5.769 -0.227 2.805  0.11
H -5.878 0.402 1.183  0.11
H -4.461 -1.243 0.158  0.08
H -4.537 -2.041 1.740  0.07
H -2.972 -1.768 0.961  0.05
H -3.575 -0.891 3.766  0.07
H -2.993 0.771 3.684  0.07
H -2.074 -0.520 2.909  0.06
H -2.470 4.281 0.986  0.08
H -1.697 3.045 -0.015  0.07
H -1.549 2.970 1.743  0.07

Properties
* molar mass: 323.52 g/mol
* E: -985.53268 Ha
* ΔE to the lowest compared entry with this formula, charge and spin: 5.131 eV
* Kohn-Sham gap: 4.1 eV


(2)
Formula: C19H37N3O6
Source: the OMol25 dataset
Level of theory: wB97M-V/def2-TZVPD

Last column: Löwdin charge in e.
Atoms and positions in Å:
C 0.757 -2.525 -0.947  -0.11
C 0.408 -2.615 0.537  -0.27
C 0.407 -1.220 1.172  -0.23
C -0.115 -1.233 2.614  -0.20
C 0.855 -1.914 3.597  -0.11
C 0.414 -1.752 5.052  -0.46
O -0.749 -1.497 5.320  0.07
N 1.376 -1.830 6.045  0.10
C 1.106 -1.833 7.500  -0.20
C 0.355 -0.569 7.982  -0.13
C 1.004 0.721 7.482  -0.26
O 0.314 1.836 8.047  -0.07
C 0.402 -3.116 8.011  -0.44
O 0.060 -3.983 7.222  0.10
O 0.273 -3.258 9.349  0.11
H 0.007 -1.937 -1.482  0.05
H 0.789 -3.527 -1.385  0.07
H 1.736 -2.054 -1.083  0.08
H -0.580 -3.074 0.646  0.11
H 1.137 -3.256 1.041  0.10
H 1.418 -0.800 1.148  0.11
H -0.239 -0.562 0.581  0.11
H -1.089 -1.736 2.648  0.12
H -0.271 -0.197 2.933  0.11
H 1.851 -1.478 3.480  0.12
H 0.921 -2.982 3.377  0.12
H 2.275 -2.190 5.739  0.14
H 2.078 -1.825 8.002  0.16
H -0.688 -0.600 7.655  0.12
H 0.347 -0.555 9.076  0.12
H 2.059 0.749 7.772  0.12
H 0.944 0.774 6.390  0.11
H 0.649 2.674 7.687  0.09
H -0.196 -4.100 9.460  0.13
C 2.423 2.321 -7.617  -0.05
N 1.393 2.242 -6.581  0.04
C 1.166 1.187 -5.792  -0.46
O 1.828 0.156 -5.878  0.04
C 0.064 1.264 -4.711  -0.18
C -1.270 0.693 -5.238  -0.12
C -2.380 0.490 -4.189  -0.43
C -3.634 -0.056 -4.871  -0.08
C -1.967 -0.497 -3.094  -0.08
N -0.149 2.573 -4.055  0.12
C -0.517 3.729 -4.613  -0.55
C -0.646 4.909 -3.678  0.01
O -0.747 3.873 -5.805  0.03
H 1.964 2.194 -8.599  0.08
H 2.916 3.294 -7.575  0.08
H 3.172 1.539 -7.473  0.08
H 0.750 3.022 -6.488  0.09
H 0.413 0.582 -3.936  0.14
H -1.063 -0.271 -5.705  0.13
H -1.647 1.355 -6.019  0.12
H -2.630 1.445 -3.728  0.13
H -4.434 -0.171 -4.139  0.08
H -3.423 -1.023 -5.328  0.08
H -3.965 0.640 -5.642  0.08
H -2.815 -0.704 -2.442  0.08
H -1.172 -0.067 -2.489  0.06
H -1.622 -1.430 -3.541  0.09
H 0.012 2.599 -3.062  0.14
H -0.928 5.788 -4.257  0.09
H 0.308 5.088 -3.187  0.08
H -1.415 4.702 -2.937  0.08

Properties
* molar mass: 403.52 g/mol
* E: -1361.95591 Ha
* ΔE to the lowest compared entry with this formula, charge and spin: 0.000 eV
* SMILES: CCCCCC(=O)N[C@@H](CCO)C(=O)O.CNC(=O)[C@H](CC(C)C)NC(C)=O
* Kohn-Sham gap: 9.8 eV


(3)
Formula: C19H38Cl2FN3O2PS
Source: the OMol25 dataset
Level of theory: wB97M-V/def2-TZVPD

Last column: Löwdin charge in e.
Atoms and positions in Å:
C 3.247 -1.550 1.797  -0.09
C 1.724 -1.148 1.834  -0.20
C 0.955 -1.539 0.492  -0.58
Cl -0.550 -2.514 0.800  0.67
C 0.680 -0.259 -0.317  -0.12
N 1.199 -0.019 -1.501  -0.14
P 2.271 -1.109 -2.435  0.45
S 4.072 -1.157 -1.728  0.26
C 0.878 1.292 -2.149  -0.20
C 2.086 1.940 -2.898  -0.32
F 1.923 1.596 -4.254  -0.04
C 2.129 3.493 -2.843  -0.17
C 3.463 3.933 -3.595  -0.08
C 0.522 2.110 -0.831  -0.05
C -0.197 0.991 -0.020  -0.20
C -0.724 1.279 1.421  -0.14
C -2.075 0.568 1.755  -0.26
C -3.238 1.099 0.857  -0.60
Cl -4.868 0.829 1.608  0.53
H 3.516 -2.172 2.680  0.07
H 3.849 -0.616 1.909  0.08
H 3.572 -2.015 0.845  0.01
H 1.215 -1.649 2.679  0.10
H 1.691 -0.038 1.883  0.09
H 1.643 -2.230 -0.048  0.06
H 2.165 -0.817 -3.825  0.02
H 1.673 -2.402 -2.263  0.01
H -0.028 1.243 -2.796  0.17
H 3.077 1.576 -2.534  0.12
H 2.231 3.899 -1.813  0.11
H 1.297 3.981 -3.396  0.13
H 3.301 4.131 -4.671  0.08
H 3.972 4.771 -3.072  0.08
H 4.179 3.074 -3.545  0.08
H -0.044 3.042 -1.039  0.15
H 1.548 2.331 -0.444  0.14
H -1.126 0.774 -0.624  0.14
H -0.926 2.378 1.477  0.13
H -0.009 1.062 2.240  0.11
H -2.028 -0.539 1.727  0.06
H -2.331 0.834 2.811  0.11
H -3.169 0.570 -0.112  0.04
H -3.129 2.193 0.704  0.08
C 0.995 -3.088 6.921  -0.01
C 1.723 -3.522 5.676  -0.56
O 2.686 -2.906 5.238  0.01
N 1.278 -4.636 5.037  0.00
C 0.165 -5.495 5.396  -0.07
H 1.465 -2.189 7.314  0.08
H -0.047 -2.862 6.690  0.09
H 1.049 -3.868 7.682  0.09
H 1.813 -4.867 4.215  0.14
H 0.540 -6.508 5.556  0.09
H -0.548 -5.510 4.569  0.08
H -0.338 -5.154 6.296  0.08
C -3.168 0.315 -3.930  0.00
C -3.600 1.443 -3.031  -0.52
O -3.075 1.648 -1.937  -0.02
N -4.602 2.244 -3.460  0.02
C -5.344 2.170 -4.705  -0.06
H -2.361 -0.236 -3.451  0.07
H -3.999 -0.370 -4.103  0.09
H -2.803 0.708 -4.880  0.09
H -4.838 2.976 -2.807  0.15
H -5.216 3.108 -5.246  0.09
H -6.402 2.037 -4.475  0.09
H -5.008 1.347 -5.330  0.08

Properties
* molar mass: 493.48 g/mol
* E: -2821.06137 Ha
* net charge: +1
* ΔE to the lowest compared entry with this formula, charge and spin: 0.554 eV
* Kohn-Sham gap: 7.2 eV